Density functional theory data (ωB97M-V/def2-TZVPD) for a cluster of 2 separate species, C15H16NO5S in total.

* energy above the lowest of the compared OMol25 structures with the same formula, charge and spin: 0.274 eV
* HOMO: -3.202 eV
* E_LUMO: 0.0892 Eh

```
! RIJCOSX wB97M-V def2-TZVPD def2/J DEFGRID3
* xyz -1 1
C -0.911 3.823 2.328
N -0.907 2.382 2.305
C -2.019 1.592 2.668
O -3.113 2.039 2.984
C -1.517 0.221 2.561
C -0.198 0.229 2.305
C 0.234 1.624 2.039
O 1.306 2.079 1.647
H 0.126 4.162 2.308
H -1.445 4.227 1.460
H -1.409 4.165 3.240
H -2.168 -0.628 2.703
H 0.518 -0.568 2.474
C -2.961 -3.936 -0.675
C -2.480 -2.612 -0.137
O -1.026 -2.669 -0.117
C -0.402 -1.449 -0.101
C 0.875 -1.593 0.586
S 2.109 -0.480 0.439
C 2.192 0.125 -1.249
C 1.412 1.206 -1.668
C 1.639 1.792 -2.917
C 2.620 1.276 -3.767
C 3.353 0.152 -3.374
C 3.142 -0.425 -2.118
O 3.417 -1.136 0.657
O -0.886 -0.417 -0.551
H -4.017 -4.094 -0.452
H -2.853 -3.948 -1.762
H -2.390 -4.775 -0.269
H -2.798 -1.779 -0.776
H -2.820 -2.446 0.895
H 1.116 -2.522 1.118
H 0.638 1.580 -1.001
H 1.032 2.650 -3.211
H 2.793 1.735 -4.741
H 4.097 -0.285 -4.040
H 3.705 -1.299 -1.788
*
```



Density functional theory data (ωB97M-V/def2-TZVPD) for a cluster of 4 separate species, C20H37ClNO11PS3 in total.

* SMILES: N=[PH2][C@]1(CCCCOC=O)OC(=O)O[C@@H]1Cl.O=S1(=O)CCCC1.O=S1(=O)CCCC1.O=S1(=O)CCCC1
* HOMO: -8.993 eV
* E_LUMO: 0.0096 Eh

```
! RIJCOSX wB97M-V def2-TZVPD def2/J DEFGRID3
* xyz 0 1
N -2.973 -1.269 1.488
P -2.407 -2.075 0.282
C -1.054 -1.168 -0.688
C 0.152 -2.083 -0.840
C 1.096 -2.111 0.368
C 1.963 -0.848 0.536
C 3.424 -1.103 0.227
O 3.594 -1.472 -1.155
C 3.617 -0.471 -2.027
O 3.541 -0.621 -3.201
O -0.805 0.090 -0.034
C -1.836 0.911 -0.385
O -2.225 1.847 0.232
O -2.336 0.508 -1.598
C -1.543 -0.606 -2.022
Cl -2.421 -1.680 -3.086
H -2.841 -1.711 2.388
H -1.807 -3.320 0.527
H -3.333 -2.333 -0.738
H -0.256 -3.091 -0.966
H 0.727 -1.870 -1.749
H 1.748 -2.977 0.225
H 0.520 -2.301 1.279
H 1.907 -0.452 1.550
H 1.623 -0.047 -0.125
H 3.817 -1.940 0.806
H 4.032 -0.222 0.460
H 3.668 0.526 -1.548
H -0.691 -0.203 -2.576
O 1.245 3.614 3.520
S 1.889 3.096 2.336
O 2.093 1.672 2.208
C 1.064 3.720 0.885
C 1.767 5.040 0.598
C 3.267 4.764 0.778
C 3.434 3.992 2.093
H 0.004 3.819 1.094
H 1.220 2.999 0.082
H 1.535 5.397 -0.404
H 1.430 5.799 1.306
H 3.627 4.157 -0.055
H 3.853 5.682 0.791
H 4.248 3.271 2.077
H 3.548 4.656 2.948
O -1.758 4.895 0.716
S -2.799 5.425 1.564
O -3.209 6.800 1.426
C -4.203 4.323 1.465
C -3.940 3.291 2.557
C -3.441 4.083 3.775
C -2.370 5.059 3.275
H -4.242 3.906 0.461
H -5.094 4.918 1.667
H -4.839 2.721 2.784
H -3.176 2.590 2.221
H -4.270 4.638 4.220
H -3.033 3.426 4.542
H -2.345 5.998 3.822
H -1.378 4.608 3.269
O 1.969 -4.895 -1.836
S 0.723 -5.616 -1.839
O -0.173 -5.502 -0.711
C -0.157 -5.242 -3.354
C 0.336 -6.300 -4.335
C 0.360 -7.622 -3.555
C 1.042 -7.347 -2.209
H 0.074 -4.218 -3.641
H -1.222 -5.346 -3.145
H -0.309 -6.357 -5.211
H 1.342 -6.046 -4.675
H -0.663 -7.966 -3.387
H 0.884 -8.404 -4.101
H 0.646 -7.945 -1.392
H 2.123 -7.460 -2.261
*
```



Density functional theory data (ωB97M-V/def2-TZVPD) for the molecule C4H6.

* energy above the lowest of the compared OMol25 structures with the same formula, charge and spin: 2.627 eV
* SMILES: CC#CC
* HOMO: -8.628 eV
* E_LUMO: 0.0298 Eh

```
! RIJCOSX wB97M-V def2-TZVPD def2/J DEFGRID3
* xyz 0 1
C -1.901 -0.086 -0.130
C -0.497 -0.456 -0.310
C 0.565 -0.051 0.141
C 1.951 0.238 0.119
H -2.504 -0.199 -1.027
H -1.949 0.948 0.230
H -2.300 -0.737 0.648
H 2.606 0.235 0.979
H 2.228 1.026 -0.618
H 1.801 -0.920 -0.033
*
```



Density functional theory data (ωB97M-V/def2-TZVPD) for a structure of composition C10H9AlN2O5.

* energy above the lowest of the compared OMol25 structures with the same formula, charge and spin: 0.327 eV
* HOMO (spin up / spin down): -15.838 / -15.852 eV
* E_LUMO (spin up / spin down): -0.3864 / -0.3864 Eh

```
! RIJCOSX wB97M-V def2-TZVPD def2/J DEFGRID3
* xyz 2 1
O -2.554 -3.100 3.341
C -2.353 -2.712 2.279
Al 0.253 0.610 -0.400
C 0.717 1.405 -2.206
O 0.904 1.966 -3.212
C -0.491 -1.705 -1.482
O -1.540 -2.242 -1.698
C -0.631 2.743 1.253
O -1.328 3.085 2.089
C 0.767 -1.770 -1.000
O 1.735 -2.499 -0.917
H -0.545 2.128 0.211
C 2.618 -0.582 4.191
C 2.499 0.071 2.863
C 3.445 0.780 2.142
C 2.863 1.165 0.943
N 1.608 0.656 0.914
N 1.399 0.040 2.119
C 3.480 1.964 -0.109
H 3.545 -1.163 4.236
H 2.674 0.164 4.991
H 1.789 -1.256 4.405
H 4.464 0.980 2.473
H 0.541 -0.433 2.384
H 3.653 2.991 0.244
H 4.458 1.519 -0.336
H 2.919 2.012 -1.039
*
```



Density functional theory data (ωB97M-V/def2-TZVPD) for a cluster of 2 separate species, C3H10NO in total.

* energy above the lowest of the compared OMol25 structures with the same formula, charge and spin: 2.396 eV
* HOMO: -14.823 eV
* E_LUMO: -0.1347 Eh

```
! RIJCOSX wB97M-V def2-TZVPD def2/J DEFGRID3
* xyz 1 1
C -0.914 -1.385 -1.873
O -1.159 -1.363 -0.436
H -1.891 -1.507 -2.307
H -0.384 -2.308 -2.119
H -0.304 -0.578 -2.280
H -2.100 -1.453 -0.287
C 1.127 1.031 1.205
C 1.613 1.837 0.260
N -0.144 0.327 1.116
H 1.808 0.655 1.961
H 0.966 2.571 -0.208
H 2.694 1.776 0.173
H -0.615 0.003 1.961
H 0.088 -0.453 0.458
H -0.784 1.017 0.709
*
```



Density functional theory data (ωB97M-V/def2-TZVPD) for a cluster of 6 separate species, C25H58Cl2O17S5 in total.

* SMILES: CC(C)CCC(=O)OC[C@@H](Cl)[C@H](C)Cl.CCOS(C)(=O)=O.CCOS(C)(=O)=O.CCOS(C)(=O)=O.CCOS(C)(=O)=O.CCOS(C)(=O)=O
* HOMO: -10.106 eV
* E_LUMO: 0.0101 Eh

```
! RIJCOSX wB97M-V def2-TZVPD def2/J DEFGRID3
* xyz 0 1
C 2.139 -4.908 -1.111
C 1.964 -4.160 -2.437
C 0.547 -3.598 -2.480
C 3.047 -3.112 -2.700
C 3.538 -2.373 -1.436
C 4.038 -0.986 -1.728
O 5.043 -0.624 -1.275
O 3.320 -0.181 -2.561
C 2.994 1.089 -2.016
C 1.509 1.192 -1.529
Cl 0.609 -0.320 -1.856
C 1.395 1.608 -0.057
C 2.201 0.733 0.911
Cl -0.356 1.458 0.433
H 1.621 -5.856 -1.201
H 1.638 -4.385 -0.307
H 3.169 -5.140 -0.860
H 2.030 -4.899 -3.230
H 0.415 -2.923 -3.317
H -0.168 -4.403 -2.599
H 0.332 -3.070 -1.560
H 3.902 -3.596 -3.166
H 2.685 -2.381 -3.416
H 2.819 -2.385 -0.622
H 4.409 -2.895 -1.075
H 3.675 1.388 -1.226
H 3.116 1.806 -2.813
H 1.020 1.953 -2.118
H 1.646 2.648 0.073
H 2.617 1.363 1.685
H 2.991 0.172 0.430
H 1.548 0.047 1.427
C -1.865 -7.058 4.254
C -2.195 -7.126 2.776
O -2.382 -5.813 2.200
S -1.098 -4.907 1.964
C -1.878 -3.657 0.999
O -0.167 -5.628 1.150
O -0.687 -4.333 3.205
H -0.900 -6.580 4.421
H -1.824 -8.060 4.681
H -2.615 -6.474 4.787
H -1.429 -7.672 2.222
H -3.134 -7.655 2.638
H -2.218 -4.090 0.062
H -1.133 -2.885 0.811
H -2.707 -3.244 1.567
C -5.666 3.230 5.744
C -5.811 2.042 4.813
O -4.946 2.128 3.665
S -3.386 1.871 3.882
C -2.926 1.786 2.188
O -3.217 0.588 4.490
O -2.797 3.037 4.460
H -4.676 3.261 6.198
H -6.403 3.174 6.545
H -5.803 4.163 5.197
H -5.635 1.101 5.338
H -6.824 2.008 4.417
H -3.396 0.917 1.735
H -1.836 1.692 2.148
H -3.236 2.702 1.692
C 2.722 5.658 -5.604
C 2.289 6.936 -4.912
O 1.286 6.693 -3.898
S 1.736 5.999 -2.540
C 0.240 6.250 -1.647
O 2.777 6.775 -1.938
O 1.897 4.597 -2.772
H 3.234 4.986 -4.916
H 3.404 5.886 -6.422
H 1.857 5.123 -5.997
H 3.143 7.460 -4.480
H 1.836 7.606 -5.639
H 0.091 7.315 -1.494
H 0.347 5.741 -0.691
H -0.582 5.815 -2.210
C 5.494 13.420 -5.140
C 5.708 11.942 -4.879
O 4.784 11.411 -3.908
S 3.271 11.196 -4.353
C 2.742 10.283 -2.947
O 3.251 10.347 -5.507
O 2.597 12.455 -4.350
H 4.530 13.605 -5.610
H 6.272 13.801 -5.803
H 5.515 13.981 -4.206
H 5.649 11.361 -5.801
H 6.699 11.783 -4.459
H 3.268 9.332 -2.916
H 1.671 10.117 -3.051
H 2.942 10.869 -2.054
C -3.556 -12.927 3.060
C -4.748 -12.011 2.859
O -5.307 -11.546 4.104
S -4.499 -10.447 4.923
C -5.757 -10.063 6.092
O -4.275 -9.316 4.076
O -3.413 -11.070 5.608
H -2.718 -12.396 3.509
H -3.226 -13.331 2.103
H -3.814 -13.750 3.726
H -4.493 -11.159 2.227
H -5.548 -12.556 2.361
H -6.599 -9.613 5.574
H -5.328 -9.360 6.803
H -6.051 -10.977 6.602
*
```



Density functional theory data (ωB97M-V/def2-TZVPD) for the molecule C3H3N3O.

* energy above the lowest of the compared OMol25 structures with the same formula, charge and spin: 4.370 eV
* HOMO (spin up / spin down): -5.838 / -11.223 eV
* E_LUMO (spin up / spin down): 0.0259 / -0.1059 Eh

```
! RIJCOSX wB97M-V def2-TZVPD def2/J DEFGRID3
* xyz 0 3
C -1.876 2.984 0.576
C -0.782 0.222 -0.718
C 0.360 0.541 0.228
N -2.266 4.062 0.636
N -1.752 0.992 -0.516
N -1.470 1.727 0.602
O -0.230 1.351 1.212
H -1.091 -0.546 -1.418
H 0.658 -0.364 0.762
H 0.973 1.143 -0.320
*
```



Density functional theory data (ωB97M-V/def2-TZVPD) for a cluster of 2 separate species, C5H9N4S in total.

* energy above the lowest of the compared OMol25 structures with the same formula, charge and spin: 3.767 eV
* HOMO (spin up / spin down): -4.799 / -4.517 eV
* E_LUMO (spin up / spin down): 0.1081 / 0.1154 Eh

```
! RIJCOSX wB97M-V def2-TZVPD def2/J DEFGRID3
* xyz -1 1
C -1.357 -0.413 -2.127
C -0.567 -0.280 1.275
C -0.165 1.960 -0.176
C 1.577 -1.562 -0.937
C -0.085 0.505 0.089
N -1.148 -1.558 -2.809
N -2.411 0.309 -2.438
N -2.146 -1.470 -3.684
N -2.914 -0.408 -3.485
S 1.645 0.043 -0.064
H -1.630 0.095 1.509
H 0.037 0.051 2.100
H -0.573 -1.367 1.220
H 0.552 2.403 -0.897
H -0.178 2.671 0.788
H -1.259 2.185 -0.705
H 0.751 -1.655 -1.532
H 1.402 -2.457 -0.314
H 2.331 -1.688 -1.594
*
```